# 1
72
Properties=species:S:1:pos:R:3:forces:R:3:lowdin_charge:R:1 method="wB97M-V/def2-TZVPD" charge=+1 lumo_ev="-3.28 / -3.09" max_force_ha_per_bohr=0.0836 e_homo_ev="-9.36 / -9.37" spin_multiplicity=6 e_tot_ha=-2992.1473 relative_energy_kj_mol=2.2 homo_lumo_gap_ha="0.223 / 0.231"
C -1.4143 3.2928 -2.5349 0.1 0.0 -0.2 -0.036
C -1.2512 1.9088 -2.4810 0.5 -0.4 0.2 -0.220
C 0.0755 1.3979 -2.5278 -0.4 0.0 0.3 -0.206
C 1.1503 2.2303 -2.8087 0.0 0.4 0.1 -0.116
C 0.9577 3.6053 -2.9304 -0.1 -0.2 -0.2 -0.011
C -0.3208 4.1348 -2.7636 0.0 0.0 0.0 -0.057
C 2.5440 1.6171 -2.7924 -2.3 -0.7 -1.9 -0.184
C 2.5175 0.1511 -3.1987 0.5 -0.2 0.1 -0.117
C 1.3891 -0.5906 -2.8647 -0.3 -0.5 0.5 -0.201
C 1.3519 -1.9999 -3.0776 -0.1 0.6 0.4 -0.220
C 2.5185 -2.6130 -3.5283 0.2 0.0 -0.1 -0.043
C 3.6674 -1.8698 -3.8135 0.1 0.0 -0.1 -0.056
C 3.6700 -0.4851 -3.6548 -0.3 0.0 -0.1 -0.010
H -2.4143 3.7175 -2.4117 0.3 -0.1 -0.2 0.122
H 1.8236 4.2345 -3.1473 -0.3 0.0 0.1 0.125
H -0.4685 5.2100 -2.8321 0.0 -0.2 0.0 0.111
H 3.1824 2.1743 -3.4851 0.1 0.0 0.3 0.156
H 2.5283 -3.6984 -3.6612 0.0 0.3 -0.1 0.121
H 4.5668 -2.3682 -4.1716 -0.2 0.1 0.1 0.113
H 4.5562 0.1230 -3.8566 -0.2 -0.3 0.0 0.128
N 0.3427 0.0579 -2.1608 -0.5 0.3 -3.0 -0.208
Dy 0.0712 -0.5088 -0.2040 1.0 0.3 4.2 1.380
C -2.4321 0.9591 -2.3540 0.0 -0.2 0.2 -0.283
H -2.3502 0.1205 -3.0692 0.0 0.4 0.1 0.093
H -3.3739 1.4985 -2.5320 0.2 -0.2 -0.1 0.101
C 0.0884 -2.8050 -2.8019 0.0 -0.1 0.2 -0.286
H -0.8011 -2.2834 -3.1931 0.3 -0.1 0.0 0.089
H 0.1543 -3.8028 -3.2597 0.0 0.3 -0.1 0.100
P -2.5545 0.1864 -0.6590 -1.1 1.2 -0.9 0.813
P -0.2624 -3.1019 -0.9871 0.2 -0.8 -1.3 0.784
C 1.0085 -4.3264 -0.5501 0.2 -0.1 0.4 -0.234
H 1.0903 -4.3599 0.5441 0.1 -0.1 -0.3 0.025
H 0.7178 -5.3184 -0.9246 0.2 0.3 0.1 0.063
H 1.9855 -4.0448 -0.9608 -0.2 0.0 0.1 0.052
C -1.7800 -4.0981 -1.0275 -0.3 0.0 0.2 -0.239
H -1.5476 -5.1172 -1.3699 -0.1 0.3 0.0 0.061
H -2.1986 -4.1421 -0.0143 0.0 -0.1 -0.2 0.038
H -2.5238 -3.6389 -1.6922 0.2 -0.1 0.2 0.045
C -3.2181 1.6168 0.2655 0.1 0.0 0.5 -0.228
H -4.2866 1.7367 0.0358 0.3 0.0 0.0 0.059
H -3.0940 1.4391 1.3399 -0.1 0.2 -0.1 0.036
H -2.6771 2.5373 0.0165 0.0 -0.2 0.1 0.046
C -4.0397 -0.8593 -0.7880 -0.1 -0.4 0.1 -0.251
H -4.0489 -1.5408 0.0735 -0.1 0.1 -0.2 0.039
H -4.9433 -0.2329 -0.7637 0.3 -0.2 -0.1 0.056
H -4.0220 -1.4556 -1.7106 0.0 0.1 0.2 0.047
C 3.0818 1.6595 -1.4367 0.1 0.0 0.5 -0.166
O 2.5900 1.1750 -0.4258 0.8 0.6 -0.9 0.041
H 4.0006 2.2161 -1.6687 0.9 0.0 2.4 0.150
C -1.4661 3.9224 3.0972 -0.1 0.1 0.0 -0.107
C -0.5728 3.7171 2.0354 0.0 -0.1 0.3 -0.101
C -0.0342 2.4569 1.8106 -0.7 -0.4 0.3 -0.062
C -0.4986 1.3504 2.5834 -0.2 0.4 0.0 -0.328
C -1.2512 1.5990 3.7524 0.0 0.2 -0.4 -0.052
C -1.7694 2.8740 3.9743 0.3 0.1 -0.2 -0.084
N -0.2349 0.0857 2.0961 0.7 -0.7 -0.7 -0.143
C -0.7964 -1.1070 2.5988 0.5 0.4 -0.7 -0.345
C 0.0044 -2.2820 2.4847 -0.4 0.6 -0.2 -0.099
C -0.5764 -3.5385 2.6363 -0.5 -0.1 0.0 -0.116
C -1.9489 -3.6521 2.8855 0.3 -0.3 0.0 -0.107
C -2.7292 -2.5041 3.0504 0.2 0.3 0.1 -0.078
C -2.1581 -1.2358 2.9550 0.0 -0.5 -0.2 -0.045
H -1.9057 4.9098 3.2532 0.2 -0.3 0.0 0.100
H -0.2889 4.5457 1.3833 -0.1 -0.2 0.3 0.106
H 0.7119 2.2884 1.0253 -0.3 0.0 0.1 0.082
H -1.4583 0.7787 4.4400 0.0 0.3 -0.2 0.109
H -2.4151 3.0475 4.8366 0.2 0.0 -0.2 0.108
H 1.0780 -2.1654 2.2869 -0.4 0.0 0.2 0.108
H 0.0385 -4.4373 2.5517 -0.2 0.2 0.1 0.105
H -2.4032 -4.6417 2.9772 0.1 0.3 0.0 0.108
H -3.7940 -2.5949 3.2679 0.3 0.0 0.0 0.112
H -2.7580 -0.3367 3.0936 0.1 -0.3 -0.1 0.103



# 2
92
Properties=species:S:1:pos:R:3:forces:R:3:lowdin_charge:R:1 method="wB97M-V/def2-TZVPD" lumo_ev="-0.73 / -0.75" max_force_ha_per_bohr=0.0363 e_homo_ev="-7.54 / -8.18" spin_multiplicity=3 e_tot_ha=-4040.3364 relative_energy_kj_mol=432.1 homo_lumo_gap_ha="0.250 / 0.273"
W 1.6327 -1.1455 0.8917 1.2 -0.2 -1.4 1.594
C -1.4576 -3.9033 1.6545 0.1 -0.1 -0.1 -0.005
C -2.0722 -2.5490 1.5581 0.0 0.1 0.0 -0.238
N -3.3824 -2.4810 1.3768 0.0 -0.1 0.2 0.111
C -3.9868 -1.2956 1.3864 0.1 0.2 0.2 -0.126
C -3.3327 -0.0989 1.6004 -0.1 -0.2 0.2 -0.140
C -4.1487 1.1641 1.6464 0.1 0.0 -0.1 -0.194
O -3.8815 2.0254 0.5374 -0.1 0.0 0.0 -0.059
C -1.9360 -0.1446 1.7599 0.1 0.7 0.1 -0.053
C -1.2019 1.0983 2.0955 0.2 -0.2 -0.1 -0.053
N 0.0676 1.2467 2.0306 -0.5 -0.2 0.2 0.052
C 0.6151 2.4536 2.4829 -0.4 -0.3 -0.1 -0.274
C 0.1248 3.1137 3.6061 0.1 0.2 0.1 -0.013
C 0.6279 4.3485 3.9781 0.0 -0.1 -0.1 -0.060
C 1.6480 4.9281 3.2377 0.0 0.0 0.0 -0.066
C 2.1944 4.2476 2.1617 0.0 0.1 0.2 -0.009
C 1.6884 3.0071 1.8022 0.5 -0.2 -0.3 -0.133
I 2.6121 -0.4208 3.4510 0.0 0.1 0.0 0.326
C -1.2951 -1.3788 1.7048 0.4 0.1 0.2 -0.238
O 0.0230 -1.4538 1.9134 -0.7 0.0 0.0 -0.340
H -2.0138 -4.6012 1.0305 0.0 0.0 0.0 0.091
H -1.5026 -4.2605 2.6862 0.0 0.0 0.0 0.099
H -0.4176 -3.8794 1.3536 -0.1 0.0 0.0 0.026
H -5.0609 -1.2995 1.2269 0.0 0.0 0.0 0.120
H -3.9435 1.7532 2.5405 0.0 0.0 0.0 0.120
H -5.2085 0.8969 1.6788 0.0 0.0 0.0 0.120
H -4.2532 1.6025 -0.2464 0.1 0.0 -0.1 0.074
H -1.8393 1.9346 2.4037 0.1 0.0 0.0 0.126
H -0.6297 2.6229 4.2054 -0.1 0.0 0.0 0.120
H 0.2321 4.8468 4.8520 0.0 0.0 0.0 0.109
H 2.0526 5.8908 3.5160 0.0 0.0 0.0 0.108
H 3.0258 4.6641 1.6148 0.0 0.0 0.0 0.110
C 0.9281 -5.7892 -0.3809 0.0 0.0 0.0 -0.051
C 2.1646 -4.9026 -0.1107 0.1 0.0 0.0 -0.590
O 3.3801 -5.5202 -0.5000 -0.1 -0.1 0.0 -0.078
P 2.3632 -4.4321 1.6568 -0.3 -0.1 0.3 0.551
O 3.7097 -4.9457 2.2750 0.0 -0.1 -0.2 -0.093
O 1.3409 -5.3654 2.4417 0.1 0.0 0.0 -0.103
O 2.0235 -2.9935 1.9398 0.3 0.2 -0.1 -0.523
P 1.9644 -3.2901 -1.0902 -0.7 -0.6 0.4 0.702
O 2.3073 -0.9724 -1.0358 0.5 0.4 -0.2 -0.460
O 1.5914 -3.5912 -2.4999 0.0 0.1 0.1 -0.326
O 0.7854 -2.6307 -0.1988 0.4 -0.5 -0.6 -0.511
H 1.2957 -6.7263 -0.7991 0.0 0.0 0.0 0.094
H 0.2603 -5.3282 -1.1069 0.0 0.0 0.0 0.075
H 0.3606 -6.0202 0.5148 0.0 0.0 0.0 0.060
H 3.4078 -5.5178 -1.4663 0.1 0.0 0.0 0.099
H 4.4492 -4.4480 1.8756 0.0 0.2 0.1 0.064
H 1.5730 -5.4607 3.3748 0.0 0.0 0.0 0.109
H 1.7049 -1.0918 -1.7752 -0.3 0.1 0.2 -0.011
N 4.6402 0.2751 -0.7356 -0.3 -0.3 -0.1 0.170
C 4.7256 -1.0086 -0.2335 0.2 0.7 0.1 -0.466
N 5.7357 -1.7858 -0.5486 -0.1 -0.3 0.3 0.080
N 5.5199 -2.8872 0.1960 0.1 0.2 -0.2 -0.021
N 4.4581 -2.7477 0.8991 0.0 -0.1 0.0 -0.098
N 3.8988 -1.5352 0.6662 0.0 -0.4 -0.1 -0.117
C 3.7232 1.1759 -0.3610 0.2 0.6 -0.1 -0.397
N 3.7868 2.4490 -0.8664 -0.1 -0.5 0.3 0.124
N 2.9376 3.1303 -0.1807 0.0 0.1 -0.1 0.046
N 2.3399 2.3476 0.6801 -0.3 0.1 0.1 -0.089
N 2.7846 1.0496 0.5704 -0.3 0.1 0.1 0.034
H 5.2619 0.5218 -1.4882 0.0 0.0 0.0 0.161
O 0.1502 -0.0771 -0.3241 -0.3 0.3 0.7 -0.617
S 0.3252 1.0538 -1.3431 0.2 -0.3 0.0 1.062
C -0.4855 0.3665 -2.8094 0.0 0.0 -0.2 -0.226
C -1.8941 -0.0846 -2.5703 0.0 0.1 0.1 -0.261
C -2.1569 -1.2024 -1.7799 0.0 -0.1 -0.1 -0.007
C -3.4685 -1.5658 -1.5171 0.0 -0.1 -0.2 -0.068
C -4.5224 -0.8269 -2.0403 0.0 0.0 0.0 -0.079
C -4.2638 0.2725 -2.8470 0.0 0.0 0.0 -0.082
C -2.9511 0.6406 -3.1096 0.0 0.1 0.0 -0.055
C -0.8717 2.3107 -0.8947 -0.1 0.1 -0.1 -0.250
C -0.8309 3.4566 -1.8773 -0.1 0.0 0.1 -0.261
C -2.0265 3.9397 -2.3998 0.0 0.0 0.0 -0.045
C -2.0321 5.0300 -3.2564 0.0 0.0 0.0 -0.070
C -0.8394 5.6468 -3.6036 0.0 0.0 0.0 -0.080
C 0.3570 5.1690 -3.0890 0.0 0.0 0.0 -0.066
C 0.3623 4.0823 -2.2270 0.0 0.0 -0.1 -0.047
H 0.1563 -0.4607 -3.1205 0.1 0.0 0.0 0.106
H -0.4166 1.1613 -3.5550 0.0 -0.1 -0.1 0.108
H -1.3377 -1.7871 -1.3750 0.0 0.0 0.0 0.109
H -3.6661 -2.4290 -0.8970 0.0 0.0 -0.2 0.096
H -5.5437 -1.1195 -1.8348 0.0 0.0 0.0 0.108
H -5.0797 0.8375 -3.2789 0.0 0.0 0.0 0.106
H -2.7443 1.4963 -3.7403 0.0 0.0 0.0 0.111
H -0.5971 2.6199 0.1095 0.1 0.1 0.0 0.087
H -1.8516 1.8412 -0.8435 -0.1 0.0 0.1 0.080
H -2.9586 3.4646 -2.1227 0.0 0.0 0.0 0.109
H -2.9693 5.3966 -3.6534 0.0 0.0 0.0 0.106
H -0.8420 6.5004 -4.2677 0.0 0.0 0.0 0.104
H 1.2920 5.6440 -3.3528 0.0 0.0 0.0 0.108
H 1.3039 3.7310 -1.8291 0.0 0.0 0.1 0.077



# 3
81
Properties=species:S:1:pos:R:3:forces:R:3:lowdin_charge:R:1 method="wB97M-V/def2-TZVPD" lumo_ev=-0.67 max_force_ha_per_bohr=0.0093 e_homo_ev=-7.39 e_tot_ha=-3182.1139 relative_energy_kj_mol=0.0 homo_lumo_gap_ha=0.247
Ir 0.5273 0.8250 0.8812 -0.2 -0.2 -0.4 1.196
C -2.9250 -1.5568 1.8823 0.0 0.0 0.0 -0.010
C -1.7284 -0.9129 1.2715 0.0 0.0 -0.1 -0.245
N -1.1359 0.1221 1.7526 0.0 0.2 0.2 -0.134
N -1.6323 0.7284 2.8821 0.0 -0.1 0.0 0.024
C -0.8733 1.6980 3.3363 0.0 -0.1 0.0 -0.849
N -1.2909 2.2935 4.4840 0.0 0.1 -0.1 0.092
S 0.6125 2.2817 2.6435 0.0 0.2 0.4 0.705
C -1.1284 -1.4301 0.0300 -0.1 0.0 0.0 -0.199
C -1.6336 -2.5353 -0.6316 0.0 0.0 0.0 0.004
C -1.0226 -2.9580 -1.8047 0.0 0.0 0.0 -0.035
C 0.0725 -2.2643 -2.2788 0.0 0.1 -0.1 -0.042
C 0.5294 -1.1644 -1.5660 -0.3 0.2 -0.1 -0.131
N -0.0585 -0.7549 -0.4452 0.3 0.1 0.0 0.001
H -2.7047 -2.6010 2.1151 0.0 0.0 0.0 0.090
H -3.7669 -1.5357 1.1873 0.0 0.0 0.0 0.093
H -3.2029 -1.0378 2.7931 0.0 0.0 0.0 0.068
H -2.2404 2.1197 4.7693 0.0 0.0 0.0 0.104
H -0.8889 3.1828 4.7240 0.0 0.0 0.0 0.086
H -2.4873 -3.0603 -0.2292 0.0 0.0 0.0 0.113
H -1.3996 -3.8244 -2.3324 0.0 0.0 0.0 0.115
H 0.5827 -2.5449 -3.1894 0.0 0.0 0.0 0.123
H 1.3753 -0.5882 -1.9056 0.0 0.2 -0.1 0.114
C 3.9124 -3.1769 0.1901 0.0 0.0 0.0 -0.068
C 2.4738 -2.6781 0.0259 0.2 -0.1 0.1 -0.206
C 1.6762 -2.8501 1.2972 0.0 0.1 0.1 -0.170
C 1.1477 -4.1041 1.5880 0.0 0.0 0.0 -0.045
C 0.4793 -4.3366 2.7762 0.0 0.0 0.0 -0.074
C 0.3680 -3.3217 3.7129 0.0 0.0 0.0 -0.038
C 0.8803 -2.0518 3.4650 0.0 0.0 0.0 -0.158
C 0.8543 -0.9806 4.5267 0.0 0.0 0.0 -0.192
C -0.3123 -1.0558 5.5043 0.0 0.0 0.0 -0.104
C 1.4954 -1.8143 2.2286 -0.1 -0.1 -0.2 -0.176
N 1.8460 -0.4853 1.8266 0.0 0.0 0.1 -0.099
C 3.0914 -0.0995 1.7772 0.1 0.0 0.0 -0.077
C 3.4079 1.0382 1.0264 0.0 0.0 0.0 -0.336
C 4.5862 1.7420 0.7357 0.0 0.0 0.0 -0.042
C 4.2339 2.7103 -0.1924 0.0 0.0 0.0 -0.074
C 2.8563 2.5630 -0.4429 0.0 0.0 0.0 -0.126
N 2.3647 1.5643 0.2854 -0.1 -0.1 -0.2 -0.135
H 4.4719 -3.0501 -0.7371 0.0 0.0 0.0 0.078
H 3.9285 -4.2337 0.4606 0.0 0.0 0.0 0.076
H 4.4352 -2.6305 0.9751 0.0 0.0 0.0 0.066
H 1.9948 -3.2518 -0.7714 0.1 0.0 0.1 0.103
H 2.4843 -1.6359 -0.2936 0.1 -0.1 0.1 0.084
H 1.2639 -4.9027 0.8637 0.0 0.0 0.0 0.117
H 0.0610 -5.3135 2.9838 0.0 0.0 0.0 0.103
H -0.1194 -3.5234 4.6574 0.0 0.0 0.0 0.103
H 0.8811 -0.0062 4.0459 0.0 0.1 0.0 0.046
H 1.7949 -1.0435 5.0858 0.0 0.0 0.0 0.127
H -1.2655 -1.0477 4.9741 0.0 0.0 0.0 0.064
H -0.2952 -0.1926 6.1700 0.0 0.0 0.0 0.070
H -0.2731 -1.9501 6.1274 0.0 0.0 0.0 0.065
H 3.8587 -0.6890 2.2700 0.0 0.0 0.0 0.144
H 5.5638 1.5497 1.1485 0.0 0.0 0.0 0.101
H 4.8832 3.4280 -0.6659 0.0 0.0 0.0 0.093
H 2.2375 3.1180 -1.1304 0.0 0.0 0.0 0.099
N -4.7240 1.9520 -6.3741 0.0 0.0 -0.1 0.095
C -3.4908 2.0079 -5.7428 0.0 0.0 0.0 -0.323
C -3.0333 0.9235 -4.9855 0.0 0.0 0.0 -0.030
C -1.7863 0.9614 -4.3954 0.0 0.0 0.0 -0.061
C -0.9750 2.0799 -4.5428 0.0 0.0 0.0 -0.335
C -1.4206 3.1602 -5.2868 0.0 0.0 -0.1 -0.082
C -2.6667 3.1240 -5.8880 0.0 0.0 0.0 -0.028
S 0.6145 2.1237 -3.7638 0.1 -0.3 -0.1 0.543
O 1.1251 3.4590 -3.9586 0.0 0.1 0.0 -0.326
O 1.3788 1.0086 -4.2682 0.0 0.1 0.0 -0.320
N 0.3532 1.7933 -2.2236 0.0 -0.3 0.2 -0.140
C -0.4502 2.5044 -1.4649 0.0 0.1 0.1 -0.693
S -1.3958 3.8872 -1.9633 -0.1 0.0 0.0 1.084
C -2.0908 4.0013 -0.3856 0.0 0.0 0.0 -0.398
C -1.5704 3.0623 0.4173 0.0 -0.1 0.0 -0.280
N -0.6385 2.2215 -0.1604 0.1 0.0 -0.2 -0.151
H -5.3914 1.2997 -6.0003 0.0 0.0 0.0 0.086
H -5.1277 2.8311 -6.6483 0.0 0.0 0.0 0.088
H -3.6640 0.0493 -4.8701 0.0 0.0 0.0 0.108
H -1.4377 0.1208 -3.8094 0.0 0.0 0.0 0.106
H -0.7826 4.0285 -5.3844 0.0 0.0 0.0 0.114
H -3.0092 3.9685 -6.4745 0.0 0.0 0.0 0.111
H -2.8279 4.7459 -0.1411 0.0 0.0 0.0 0.061
H -1.8358 2.9159 1.4501 0.0 0.0 0.0 0.071